Density functional theory data (ωB97M-V with the def2-TZVPD basis set) for the molecule C5H11O6 in a non-equilibrium geometry.

Last column: natural (NBO) charge in e.
Positions of all 22 atoms, in Å:
O  -1.98653  0.96033  1.41776  -0.698
O  -1.45783  0.23766  -0.98077  -0.193
O  -0.95662  1.52643  -1.00410  -0.125
O  0.58884  1.05837  1.08699  -0.284
O  1.91233  1.55839  1.42373  -0.460
O  2.49002  1.13667  -1.09077  -0.728
C  -0.71105  -0.50703  0.00412  0.204
C  -0.75122  -1.94617  -0.51189  -0.627
C  -1.50309  -0.34377  1.32253  -0.075
C  1.25950  0.49007  -1.22194  -0.100
C  0.72128  0.02699  0.11234  0.028
H  0.48637  1.18222  -1.59009  0.217
H  2.79469  1.36967  -1.99935  0.494
H  -0.86801  -0.62715  2.17290  0.187
H  -1.79812  -2.26891  -0.56973  0.228
H  -0.19309  -2.62398  0.15822  0.226
H  1.32447  -0.39256  -1.87231  0.167
H  -2.37982  -1.00364  1.25789  0.163
H  -0.31249  -1.98671  -1.51932  0.222
H  1.36984  -0.71511  0.57758  0.201
H  -2.26996  1.10484  2.34074  0.477
H  2.24051  1.76338  0.48546  0.478

The calculation puts the gap between HOMO and LUMO (alpha / beta) at 9.96 / 8.56 eV. For the relative energy (zero: lowest compared OMol25 entry of this formula, charge and spin), the calculation gives 35.6 kcal per mole. As for the spin multiplicity: 2. As for the LUMO energy (alpha / beta): 0.5 / -0.9 eV.